(1)
C17H41IN6O2P2S | ωB97M-V/def2-TZVPD

Geometry (Å):
H: -1.2278 0.3406 3.5184
N: 0.9396 -4.0432 -0.2977
N: 2.5915 3.4059 4.0820
C: -0.5142 -0.8345 -3.0774
H: 0.0112 -4.2586 -6.9040
C: -0.0769 4.2210 6.1976
H: 4.1044 4.8378 3.6257
H: 1.7499 0.5840 -2.6578
H: -5.4158 -0.7912 -4.2598
P: 0.9020 3.2164 3.9476
H: -3.9243 -0.1594 -5.9599
S: 1.3927 -1.1095 0.1142
H: 1.9739 0.8205 2.6228
H: 3.4306 3.2657 6.0329
C: 3.0366 4.7875 3.8641
C: 0.6448 1.9839 6.5439
H: -0.7820 -0.9334 -1.9426
H: 0.9583 -0.4331 3.3490
C: -5.0178 0.3242 -4.1737
N: -0.1522 -4.9380 -0.3056
N: 0.8429 3.1795 5.7262
H: -2.0376 -1.7493 -5.5005
H: -0.8091 -3.5020 -2.7938
H: 3.3079 1.7253 5.1745
H: 1.0710 -3.7816 -5.3633
H: 2.5111 5.2439 3.0164
C: -0.7897 1.2956 3.2133
H: -0.7053 -5.2824 -4.4670
C: 1.4368 0.5382 3.5323
H: -4.7773 0.5200 -3.0447
H: 3.0452 -0.5378 -3.4427
H: 2.1559 0.3423 4.3242
H: -1.1186 3.9575 5.9819
O: -1.1278 -2.7439 0.2538
H: -1.5261 2.0740 3.4344
H: 0.0323 4.3976 7.2731
H: 3.5606 -0.4874 -0.9534
H: 1.4116 1.2277 6.3557
H: 1.1078 -1.3071 -4.6400
C: 0.0099 -3.6528 -5.8909
C: -1.5991 -3.3476 -3.6595
H: 4.5247 2.8671 4.7044
C: 3.4859 2.7921 5.0457
I: -2.9275 -4.9974 -6.0964
P: -1.9828 -1.5257 -4.0795
O: 0.9534 3.2484 2.4004
H: 0.7425 2.2282 7.6070
N: 0.4666 1.5506 3.9371
C: -1.1618 -4.2824 -4.9330
H: -1.6894 0.9002 -5.0481
N: -3.8394 0.4444 -5.1137
H: -0.0948 -2.5115 -6.1261
H: -5.9144 1.0087 -4.5617
H: -3.2514 -1.6732 -3.3536
C: 2.1013 -0.5468 -2.7126
C: -1.4226 -4.1734 0.0272
H: -0.4554 0.3362 -3.2981
H: -2.5238 -4.6248 0.0819
C: -2.5062 0.3083 -4.4139
C: 0.3454 -2.6790 0.0315
C: 0.9541 -1.4480 -3.4692
H: -2.5826 0.8102 -3.3428
H: 0.1411 5.1715 5.6984
H: -0.6340 1.2732 2.1258
H: 1.1223 -2.5689 -3.1783
H: -0.3439 1.5362 6.3979
H: 2.8419 5.4055 4.7480
C: 2.6339 -1.1586 -1.2881
H: 3.0034 -2.2730 -1.4014
H: -2.6133 -3.8143 -3.2390

Forces on atoms 1 to 6 (eV/Å):
H 0.16 0.01 0.11
N -5.54 4.53 1.57
N 1.82 0.93 -0.41
C 1.27 0.83 0.20
H 0.14 1.34 2.08
C 0.18 0.48 0.42

* LUMO level: -0.0464 hartree
* Kohn-Sham gap: 6.05 eV
* structure (SMILES): CNC[PH2](CCCCSc1nnco1)C[C@H](C)I.CN(C)P(=O)(N(C)C)N(C)C
* electronic energy: -68828.860 eV
* multiplicity: 1


(2)
C53H101Cl3F6N17O9S2 | ωB97M-V/def2-TZVPD

Geometry (Å):
H: -9.5728 -26.4239 1.8922
H: -2.3073 -18.2259 2.5885
O: 4.2224 -18.4722 4.8706
H: -5.7069 -10.9756 10.7820
H: -15.2584 -18.1924 -4.2845
C: 3.4942 -16.7166 6.7579
C: 7.1028 -18.9818 -2.6735
H: -2.8905 -6.8377 9.8563
H: -15.1668 -20.4341 4.1381
C: 3.1130 -21.6253 -4.3532
H: -9.9916 -17.2624 12.6706
H: -10.7162 -13.3429 8.5051
C: -0.3062 -7.3920 0.3524
C: -5.9035 -28.2758 3.1389
C: 2.2037 -29.8813 3.6132
H: -4.6608 -20.7648 1.9547
H: -4.4009 -7.1672 2.7779
H: 7.0341 -18.7546 -4.8518
H: -20.9892 -20.1093 -6.9817
N: -7.4175 -28.0480 2.9901
H: -7.4950 -19.0362 -5.2866
H: -17.8190 -17.5730 10.3415
N: -3.3807 -8.8399 1.8187
C: 1.4723 -29.1914 1.6351
O: -8.6969 -17.2839 -7.5589
H: -10.3437 -18.6902 11.5666
S: 4.8722 -17.9122 6.0172
H: -1.7900 -9.7718 0.5510
H: -8.9853 -15.6206 -5.3387
N: -1.5248 -7.7210 1.1188
H: -2.8642 -14.3154 10.9876
Cl: -3.2699 -24.2401 -1.0234
H: -19.3950 -16.9834 -6.2683
H: 3.1148 -27.0732 2.0797
N: -6.5484 -17.3687 -6.3080
H: -2.1504 -7.8833 8.5312
C: -15.7434 -19.8788 -5.6266
H: -17.9614 -16.1102 9.4990
H: 4.5911 -18.2137 -1.5877
H: -2.6193 -10.9588 3.0340
O: -4.3711 -18.5891 4.3508
H: -18.9000 -18.3067 8.1868
H: -8.1158 -19.1306 12.5927
O: -7.9087 -28.9755 0.8128
C: 1.0885 -30.5236 1.7085
C: -11.3449 -14.1381 8.9056
C: -4.7921 -10.4558 10.5381
Cl: -8.7339 -23.6405 5.8887
H: 6.0076 -21.2308 -4.1976
F: 3.9424 -16.1521 7.8685
H: -1.8128 -12.9387 10.3929
H: -5.7754 -19.1501 -5.4270
C: -4.0405 -19.1397 3.2747
N: -19.2910 -19.1565 -6.1714
F: -2.2206 -23.3142 9.3899
H: -11.8442 -14.3718 7.9654
H: -21.2299 -18.5264 -6.2219
H: -9.4743 -27.1526 0.2797
N: 5.7791 -19.5487 -2.8070
H: -15.0620 -19.5630 -6.4166
H: -14.8810 -21.1292 7.2419
H: -5.7440 -28.3622 4.2137
C: -7.8746 -16.7537 -6.7804
C: -4.3137 -9.9612 2.1365
H: 2.6794 -29.9780 4.5779
C: 2.7703 -27.5502 2.9972
C: -16.5861 -18.5776 6.2302
C: -3.6406 -10.7178 3.3290
C: -6.6696 -18.8514 -5.9741
H: -16.9922 -17.9142 5.4810
N: -5.0252 -20.0684 2.5890
F: -2.2769 -24.2259 7.4523
H: -16.6429 -17.3263 -6.0187
C: -6.0809 -19.2854 1.7880
H: -12.0294 -13.6081 9.5680
H: -3.4858 -10.0429 4.1709
H: 7.6578 -19.9171 -2.6009
C: -8.0775 -28.0370 1.6105
C: -4.5804 -9.2850 9.8300
C: -17.4661 -17.0791 9.4362
H: -0.1700 -6.3157 0.2476
H: 3.5123 -33.1591 2.9649
C: -2.6638 -19.2464 2.7282
F: -0.4033 -23.3149 8.1403
H: -6.9684 -19.9155 1.7289
N: -10.6072 -15.2848 9.3511
H: 3.3877 -21.6877 -5.4061
C: -8.2019 -18.3280 11.8602
H: 1.5532 -32.3905 4.4836
H: -10.0279 -16.0051 7.4450
C: -15.5632 -20.3089 7.0747
F: 2.4714 -17.4697 7.1524
H: 8.5003 -18.2477 -4.1298
H: -5.4507 -27.3559 2.7691
H: -16.0266 -19.4642 -3.4426
C: 2.4632 -33.3153 2.7135
N: -15.6314 -19.5184 5.9436
C: -10.5476 -15.7396 10.6392
H: -4.1431 -11.6423 3.6132
H: 0.5384 -31.1790 1.0495
C: 3.4843 -19.7020 -2.7140
C: -16.3654 -19.7290 8.0954
C: -2.3557 -6.7750 1.7939
C: 7.4193 -18.1891 -4.0033
H: 2.4262 -19.5658 -2.5458
O: 5.1433 -18.9062 7.0228
H: 2.1908 -34.3144 3.0539
N: 1.5645 -30.9792 2.9819
C: -14.8995 -19.5566 4.7268
H: -5.5168 -19.1089 0.8722
C: -3.2617 -12.1614 11.6558
H: -3.3480 -13.1127 9.7432
H: 2.1293 -21.1617 -4.4286
H: 3.6591 -27.6704 3.6165
C: -1.5003 -23.9868 8.5189
H: -5.3352 -9.6224 2.3096
H: -4.1857 -12.4641 12.1486
H: -16.4623 -19.9758 9.1424
H: -7.4565 -14.8194 -5.8504
O: 6.0268 -17.1297 5.6729
N: -17.0677 -18.6487 7.5194
S: -0.9415 -25.6951 9.3383
C: -2.2080 -8.9304 1.0838
H: -16.4024 -16.8669 9.3278
O: 0.2928 -26.0692 8.6773
H: -5.2699 -8.6805 9.2596
H: -0.2992 -7.8326 -0.6445
H: -7.9078 -28.6648 3.6220
Cl: -11.1988 -14.4941 1.1827
C: -9.5251 -17.2174 9.3172
H: -1.4403 -7.7839 10.0430
H: 0.5887 -7.7612 0.8536
N: -3.5107 -10.9142 10.9866
C: -15.2996 -19.2805 -4.2336
F: 3.0808 -15.8583 5.8946
C: 5.3701 -20.5976 -3.5983
O: -0.8004 -25.5092 10.7498
H: -2.5865 -11.9251 12.4781
H: -6.0108 -17.2212 -7.1502
H: -2.6414 -19.7312 1.7522
H: 2.0323 -26.9436 3.5221
H: -8.9280 -18.0963 9.1238
H: -14.3251 -19.7381 -4.0631
H: -1.9628 -19.6755 3.4441
H: -11.0239 -15.2695 11.4869
H: -7.8435 -18.7309 10.9130
H: 3.1505 -22.6460 -3.9726
H: -7.6873 -27.1833 3.4368
H: 1.4250 -28.4949 0.8111
C: -8.8973 -26.8629 1.1579
H: 2.3386 -33.2570 1.6322
C: -8.2670 -15.4851 -6.1473
H: -18.4474 -21.1043 -5.8961
H: -15.7708 -20.9657 -5.5486
H: -8.8243 -14.8810 -6.8632
C: -9.6937 -17.8470 11.8003
C: -17.4147 -18.0648 -6.1774
H: -5.4403 -20.6529 3.3004
O: -2.0574 -26.5261 9.0092
C: -18.7574 -17.8512 -6.1860
H: -2.1798 -5.7105 1.8415
H: -4.4063 -10.6291 1.2801
C: -3.5609 -7.4974 2.1847
C: 1.4832 -32.3528 3.3966
N: 3.9678 -20.6844 -3.5998
H: -6.6071 -19.5318 -6.8234
C: -2.4275 -7.7853 9.5808
C: -2.5964 -9.9672 10.5852
C: -2.8107 -13.2717 10.6781
H: -8.2427 -26.0126 0.9664
C: -17.9884 -17.7115 8.1346
H: 7.1415 -17.1366 -4.0612
N: -17.0855 -19.3627 -5.9907
H: 7.1799 -18.4801 -1.7089
H: -6.1604 -16.7572 -5.6039
H: -13.8591 -19.6052 5.0482
H: -6.1549 -18.3507 2.3438
H: -20.8534 -19.9284 -5.1665
C: -20.6975 -19.4744 -6.1451
H: -18.1163 -16.8775 7.4445
H: -5.5679 -29.1521 2.5843
C: -18.2796 -20.0512 -6.0669
H: -15.1060 -18.7282 4.0491
H: -7.6597 -17.4916 12.3012
H: 0.4669 -32.6476 3.1352
N: -9.9313 -16.9996 10.6529
N: -3.2040 -8.9294 9.9718
C: 4.6435 -19.0427 -2.2779
C: -10.0028 -16.2000 8.5070
N: 2.1258 -28.8131 2.7826
H: -1.5181 -10.0219 10.5560

Forces on atoms 1 to 6 (eV/Å):
H -0.11 -0.41 0.39
H 0.13 0.12 -0.01
O -1.55 -0.03 -1.39
H 0.21 -0.02 -0.15
H 0.49 -0.04 -0.15
C 2.84 -3.78 0.60

* LUMO level: -0.2981 hartree
* charge: +5
* Kohn-Sham gap: 2.64 eV
* electronic energy: -175844.707 eV
* multiplicity: 1


(3)
C15H45F4K3N2O28P5S4 | ωB97M-V/def2-TZVPD

Geometry (Å):
C: -1.8960 3.0958 -3.1862
O: 8.6832 -3.7140 6.8710
H: 6.5519 -3.9159 5.0093
P: 7.5538 -2.5317 7.0159
H: 10.6738 -3.7323 7.2559
C: -4.1041 0.8770 -4.6297
H: 0.7842 4.5660 5.4278
O: -5.5922 3.1582 -1.9293
O: -3.7830 1.2001 -1.6595
H: 10.1835 -4.0675 5.5800
C: -0.6669 -9.6781 -6.3415
H: 5.8939 -2.5893 3.9728
H: -3.6958 1.3409 -5.5276
P: -2.0308 -8.8302 -4.1777
F: 2.6476 -2.8124 -10.0208
K: -0.9384 -5.6411 0.7850
C: -6.5154 6.8639 2.2382
O: -5.7905 5.9844 3.1177
H: -3.5572 -6.5119 -4.2494
H: -0.0778 -10.5952 -6.3281
H: -6.6210 1.5007 -1.3044
O: -4.9057 1.8752 -3.9280
S: 1.0333 -1.5137 -0.5604
S: 0.0967 -2.1759 -2.6474
F: -2.0470 -2.1068 -9.8587
O: 6.3004 -2.9876 7.7217
H: 8.2735 -0.1303 9.1533
O: 7.3213 -2.0051 5.5230
S: -0.7259 -1.9415 -9.0003
H: 7.3792 -3.0604 3.7713
C: -6.4269 2.5271 -0.9932
O: -1.0989 -2.6741 -7.7862
H: -1.5037 2.4661 -2.3876
O: -4.6736 6.7915 5.2079
H: 1.2948 6.1891 5.7769
C: 1.1173 5.4916 4.9583
H: 9.5274 -1.4460 9.4116
C: 6.7107 -2.9106 4.6191
C: 9.9905 -3.4479 6.4557
H: -5.8985 2.5885 -0.0418
O: 1.6554 6.6859 1.9809
P: -4.3294 2.3110 -2.4707
H: 2.7033 9.1071 2.3247
C: -2.3256 -11.1865 -2.9880
H: -1.2899 4.0003 -3.2365
H: -1.3934 -11.7302 -3.1413
H: -2.3598 3.4614 2.9654
O: -3.6282 4.8921 3.8007
C: -3.1730 4.1226 2.6658
H: -4.0290 -6.5294 -6.0259
C: 3.6123 4.6305 1.0631
H: 4.1651 3.6912 1.0502
O: -3.0837 -8.2210 -5.2057
K: -5.3269 -2.3944 -0.8526
O: 0.5822 -0.9351 -3.2392
H: -3.0353 -11.9755 -2.7394
H: -1.6690 -9.8647 -6.7275
H: -2.1287 -10.5198 -2.1484
O: -0.6035 -0.4789 -8.8892
O: 8.4729 -1.3347 7.6817
O: 2.1138 -0.6622 -0.9925
C: 3.1296 8.9422 3.3143
H: 7.8581 -1.8792 9.5874
S: 1.4646 -3.1325 -9.0168
P: 2.7449 6.3091 2.9084
H: 3.8342 5.0364 0.0761
H: -4.0302 3.5276 2.3505
H: -0.1775 -9.0092 -7.0493
N: 0.8960 -2.7866 -1.3091
O: 3.8963 5.4881 2.1868
O: 2.3219 5.3402 4.1958
F: 0.5901 -3.3989 -3.6219
H: -6.6226 6.3797 1.2675
O: -3.2400 3.4426 -3.0397
H: -3.3355 0.3830 -4.0352
K: 3.0853 -5.8439 -1.4114
H: -4.6625 0.0775 -5.1166
H: 0.3002 5.9655 4.4144
H: -5.9170 7.7501 2.0265
H: 10.1539 -2.3927 6.2368
H: -4.9771 8.6688 5.7328
O: -1.3554 -2.3804 -2.5024
H: -2.3874 -6.3257 -5.5399
O: -2.7281 -10.3121 -3.9947
H: 3.9962 9.5948 3.4203
C: -5.6273 7.8373 5.4606
O: -0.1338 -0.8365 0.0064
N: 0.1783 -2.6702 -10.0377
H: -6.3719 7.5622 6.2076
H: -2.8813 4.7443 1.8193
O: 1.4666 -4.5678 -8.8350
P: -4.3353 6.3545 3.6694
H: -1.7195 2.5837 -4.1321
F: 1.6247 -2.2582 0.7360
O: 1.8390 -2.2467 -7.9195
O: -0.6783 -9.0395 -5.0808
O: -1.8241 -7.9837 -2.9428
C: -3.3122 -6.8315 -5.2623
C: 8.5245 -1.1879 9.0716
O: -3.5143 7.2916 2.8421
H: 2.6419 4.1418 0.9765
H: -7.3771 3.0268 -0.8048
O: 3.5337 7.5610 3.5885
H: -6.3068 8.1699 4.6759
H: 2.5938 9.2560 4.2101
H: -7.5555 7.0822 2.4803

Forces on atoms 1 to 6 (eV/Å):
C 1.73 -0.36 -0.38
O -2.67 0.59 0.58
H -0.33 0.28 0.38
P 0.23 -0.64 1.63
H 0.04 -0.05 -0.03
C 0.10 0.15 -1.15

* LUMO level: -0.2032 hartree
* charge: +1
* Kohn-Sham gap: 3.56 eV
* electronic energy: -226223.610 eV
* multiplicity: 1